(1)
A molecular structure, C3H6N2O at a distorted geometry. Source: the OMol25 dataset; level of theory: the ωB97M-V functional and the def2-TZVPD basis.

For the relative energy (zero: lowest compared OMol25 entry of this formula, charge and spin), the calculation gives 4.984 eV. The calculated total energy comes out at -8231.7148 eV. The calculation puts the HOMO-LUMO gap at 0.3307 hartree.

Geometry as XYZ:
```
12
Properties=species:S:1:pos:R:3:forces:R:3:nbo_charge:R:1
C 1.783 0.145 0.802 0.11 -0.16 0.05 -0.4636
N 0.695 0.937 0.255 -0.87 -0.80 -0.38 -0.3906
C -0.308 0.278 -0.227 0.66 0.31 0.36 0.2678
N -0.479 -1.087 -0.343 -0.06 0.10 0.22 -0.8306
C -1.449 1.093 -0.751 -0.50 -0.75 -0.15 0.1755
O -2.522 0.380 -1.103 1.01 1.26 0.28 -0.6682
H 2.223 -0.525 0.041 -0.13 0.20 0.16 0.1970
H 2.571 0.810 1.177 -0.24 -0.19 -0.12 0.2126
H 1.454 -0.497 1.643 0.04 0.22 -0.22 0.1847
H -1.433 -1.372 -0.561 0.38 0.08 0.08 0.4071
H 0.023 -1.700 0.289 -0.13 0.24 -0.21 0.3956
H -2.556 1.537 -1.221 -0.27 -0.50 -0.06 0.5128
```
Positions in Å, forces in eV/Å.

=====

(2)
A molecular structure, C5H8O. Source: the OMol25 dataset; level of theory: the ωB97M-V functional and the def2-TZVPD basis.

For the relative energy (zero: lowest compared OMol25 entry of this formula, charge and spin), the calculation gives 5.078 eV. The calculated total energy comes out at -7357.1768 eV. The calculation puts the HOMO-LUMO gap at 0.3297 hartree.

Geometry as XYZ:
```
14
Properties=species:S:1:pos:R:3:forces:R:3:nbo_charge:R:1
C 1.262 0.837 -1.073 0.35 0.23 -0.34 -0.6215
C 1.399 -0.843 -0.489 -0.30 0.56 0.28 -0.4274
C 0.174 -0.387 -0.106 0.06 -0.49 0.16 0.3907
C -0.571 -0.206 1.210 -0.02 -0.18 0.13 -0.5098
C -1.813 -0.374 0.333 -0.36 0.06 0.23 -0.0650
O -0.994 -0.474 -0.850 -0.06 -0.01 -0.03 -0.5044
H 0.527 1.085 -1.840 0.11 -0.26 0.26 0.2417
H 1.439 1.669 -0.379 -0.21 -0.43 -0.01 0.2042
H 2.078 -0.669 0.362 -0.06 -0.24 -0.17 0.1704
H 2.172 0.548 -1.569 0.43 0.63 -0.33 0.2861
H -0.481 0.709 1.800 0.12 -0.10 -0.33 0.2338
H -0.327 -1.073 1.824 -0.16 0.14 0.20 0.2338
H -2.373 -1.301 0.487 0.04 0.14 0.00 0.1858
H -2.494 0.479 0.291 0.07 -0.07 -0.06 0.1815
```
Positions in Å, forces in eV/Å.